No. 1
DFT (wB97M-V/def2-TZVPD) results for a cluster of 2 separate species, C5H10O2 in total.

## Properties
Relative energy (zero: lowest compared OMol25 entry of this formula, charge and spin)   4.136 eV
SMILES   C[C@H]1CO1.C=CO
Multiplicity   1
Orbital gap   0.35591 Ha
LUMO energy   1.0 eV

Element x y z (Å)
C 2.77 -0.97 0.46
C 1.26 -1.00 0.45
C 0.54 0.08 1.17
O 0.67 0.12 -0.22
H 2.99 0.09 0.77
H 3.23 -1.28 -0.55
H 3.12 -1.71 1.27
H 0.80 -1.89 0.44
H 1.11 0.82 1.51
H -0.42 -0.19 1.47
C -2.69 0.36 -0.27
C -2.61 1.15 -1.40
O -1.37 1.39 -2.02
H -1.82 0.00 0.17
H -3.69 0.21 0.15
H -3.20 1.81 -1.94
H -0.68 1.00 -1.47

=====

No. 2
DFT (wB97M-V/def2-TZVPD) results for a cluster of 2 separate species, C5H13NO in total.

## Properties
Relative energy (zero: lowest compared OMol25 entry of this formula, charge and spin)   3.345 eV
SMILES   C=CCCCN.O
Multiplicity   1
Orbital gap   0.34867 Ha
LUMO energy   0.6 eV

Element x y z (Å)
C 0.97 2.84 1.57
C 1.75 1.67 1.28
C 1.31 0.32 0.91
C -0.23 0.21 0.71
C -0.65 0.20 -0.75
N -0.51 1.34 -1.57
H 1.48 3.85 1.48
H -0.14 2.95 1.69
H 2.87 1.68 1.35
H 1.79 0.01 -0.13
H 1.63 -0.47 1.49
H -1.05 0.77 1.15
H -0.39 -0.77 1.20
H -1.67 -0.28 -0.91
H 0.03 -0.47 -1.28
H -0.85 1.19 -2.49
H -1.12 2.08 -1.13
O -1.52 -5.79 -1.88
H -1.71 -6.37 -1.08
H -1.99 -4.95 -1.62

=====

The records above yield max |F| values of 4.5 4.5 eV Å⁻¹, respectively.